*A*
A cluster of 2 separate species, C5H14 in total. Source: the OMol25 dataset; level of theory: ωB97M-V/def2-TZVPD.

The geometry in XYZ format:
```
19
Properties=species:S:1:pos:R:3
C 1.24 -0.06 1.22
C -1.30 -1.01 -1.00
C 1.62 1.37 0.85
C -1.72 -2.34 -1.69
C 0.54 2.41 0.94
H -1.30 -2.40 -2.69
H 0.88 3.38 0.59
H 0.84 -0.20 2.23
H -1.37 -3.10 -1.02
H -1.75 -0.08 -1.34
H -0.05 2.49 1.87
H 2.49 1.63 1.45
H 2.10 -0.73 1.18
H -0.29 2.22 0.24
H -0.34 -0.77 -1.43
H 0.49 -0.42 0.53
H -2.79 -2.49 -1.79
H -1.26 -1.22 0.06
H 1.96 1.35 -0.19
```

E_LUMO   1.13 eV
Frontier orbital gap   12.19 eV
SMILES   CCC.CC
E_HOMO   -0.4062 Ha

---

*B*
A cluster of 2 separate species, C5H14 in total. Source: the OMol25 dataset; level of theory: ωB97M-V/def2-TZVPD.

The geometry in XYZ format:
```
19
Properties=species:S:1:pos:R:3
C -2.16 1.07 -2.33
C 1.78 -1.46 2.51
C 0.27 0.22 1.36
C 0.96 -1.13 1.27
C -0.65 0.99 -2.51
H -2.58 0.13 -1.96
H -2.42 1.87 -1.64
H 2.40 -0.63 2.82
H -0.27 2.00 -2.66
H 2.41 -2.33 2.31
H -0.28 0.43 -3.38
H 0.94 1.03 1.12
H -0.64 0.38 0.76
H 1.68 -1.13 0.45
H 1.14 -1.74 3.36
H -0.10 0.38 2.39
H 0.26 -1.94 1.06
H -0.11 0.65 -1.63
H -2.65 1.23 -3.30
```

E_LUMO   1.12 eV
Frontier orbital gap   12.58 eV
SMILES   CCC.CC
E_HOMO   -0.4211 Ha

---

*C*
A cluster of 2 separate species, C5H14 in total. Source: the OMol25 dataset; level of theory: ωB97M-V/def2-TZVPD.

The geometry in XYZ format:
```
19
Properties=species:S:1:pos:R:3
C -0.39 2.15 2.21
C 0.53 -0.74 -2.93
C 0.17 -0.66 -1.45
C 0.78 -1.69 -0.48
C -1.00 0.75 2.23
H -1.68 0.55 3.05
H -0.55 2.62 3.18
H 1.86 -1.78 -0.58
H 0.14 0.15 -3.41
H 0.54 -1.34 0.52
H 0.13 -1.65 -3.38
H -0.81 2.80 1.44
H 0.69 2.12 2.06
H 0.24 -2.63 -0.60
H -0.90 -0.78 -1.30
H 0.35 0.35 -1.07
H 1.61 -0.72 -3.06
H -1.49 0.50 1.28
H -0.22 -0.02 2.27
```

E_LUMO   1.13 eV
Frontier orbital gap   12.44 eV
SMILES   CCC.CC
E_HOMO   -0.4156 Ha

---

*D*
A cluster of 2 separate species, C5H14 in total. Source: the OMol25 dataset; level of theory: ωB97M-V/def2-TZVPD.

The geometry in XYZ format:
```
19
Properties=species:S:1:pos:R:3
C -0.90 -0.66 1.06
C -1.60 -0.93 -0.29
C -1.92 -0.41 2.19
C 2.06 1.49 -1.92
C 2.16 0.36 -0.90
H -2.65 -0.63 -0.27
H 2.87 2.18 -1.71
H -0.39 -1.55 1.29
H 1.18 2.08 -1.73
H 2.12 1.09 -2.92
H 1.32 -0.30 -0.72
H 3.04 -0.27 -1.02
H -2.79 0.13 1.79
H 2.32 0.71 0.13
H -1.16 -0.45 -1.14
H -2.30 -1.28 2.72
H -1.51 0.27 2.92
H -0.23 0.19 1.03
H -1.61 -2.01 -0.49
```

E_LUMO   1.13 eV
Frontier orbital gap   12.70 eV
SMILES   CCC.CC
E_HOMO   -0.4252 Ha

---

Most favorable structure: *B*. The second most favorable one is 0.0037 hartree above it.

---

*A*
A cluster of 2 separate species, C5H14 in total. Source: the OMol25 dataset; level of theory: ωB97M-V/def2-TZVPD.

The geometry in XYZ format:
```
19
Properties=species:S:1:pos:R:3
C -2.34 0.65 -0.73
C 2.83 -0.89 -0.23
C 2.59 -0.98 1.28
C -1.08 -0.21 -0.94
C -2.29 1.49 0.54
H -1.73 0.97 1.32
H -3.29 1.73 0.90
H 1.59 -0.68 1.57
H -3.18 -0.03 -0.66
H 2.07 -1.49 -0.73
H -2.48 1.26 -1.62
H 2.73 0.12 -0.62
H 3.82 -1.28 -0.45
H -0.37 0.30 -1.60
H -0.55 -0.38 0.00
H -1.30 -1.19 -1.38
H 2.75 -2.02 1.58
H 3.31 -0.35 1.81
H -1.73 2.42 0.39
```

E_LUMO   1.13 eV
Frontier orbital gap   12.52 eV
SMILES   CCC.CC
E_HOMO   -0.4185 Ha

---

*B*
A cluster of 2 separate species, C5H14 in total. Source: the OMol25 dataset; level of theory: ωB97M-V/def2-TZVPD.

The geometry in XYZ format:
```
19
Properties=species:S:1:pos:R:3
C -0.37 1.95 0.09
C 0.53 -2.19 -1.04
C 1.68 -2.85 -0.26
C -1.86 2.14 -0.23
C -0.07 1.32 1.48
H -2.25 1.38 -0.90
H -0.34 -2.86 -1.05
H 2.15 -2.09 0.40
H 0.78 1.90 1.86
H 0.21 -1.27 -0.55
H -2.06 3.12 -0.66
H 2.54 -3.14 -0.86
H 0.13 1.43 -0.72
H 0.70 -1.90 -2.08
H 0.21 0.28 1.34
H -0.92 1.43 2.14
H 1.30 -3.69 0.30
H 0.09 2.94 0.04
H -2.46 2.11 0.69
```

E_LUMO   1.14 eV
Frontier orbital gap   12.40 eV
SMILES   CCC.CC
E_HOMO   -0.4139 Ha

---

Most favorable structure: *A*. The second most favorable one is 0.0108 hartree above it.

---

*A*
A cluster of 2 separate species, C5H14 in total. Source: the OMol25 dataset; level of theory: ωB97M-V/def2-TZVPD.

The geometry in XYZ format:
```
19
Properties=species:S:1:pos:R:3
C -1.65 -1.31 -1.85
C 0.74 0.89 0.80
C -0.12 -1.34 -2.09
C 1.85 1.21 1.88
C -0.63 0.79 1.45
H 0.19 -2.16 -2.69
H -1.37 1.25 0.83
H -0.69 1.28 2.45
H 0.59 -1.55 -1.28
H 0.80 1.65 0.07
H -2.02 -2.15 -2.45
H -2.02 -0.24 -2.18
H 0.03 -0.37 -2.42
H 2.80 1.08 1.40
H -0.86 -0.23 1.65
H -2.10 -1.33 -0.88
H 1.80 0.47 2.68
H 1.08 -0.05 0.28
H 1.59 2.11 2.36
```

E_LUMO   1.13 eV
Frontier orbital gap   12.17 eV
SMILES   CCC.CC
E_HOMO   -0.4057 Ha

---

*B*
A cluster of 2 separate species, C5H14 in total. Source: the OMol25 dataset; level of theory: ωB97M-V/def2-TZVPD.

The geometry in XYZ format:
```
19
Properties=species:S:1:pos:R:3
C -1.99 -0.45 -0.20
C 2.17 1.85 -0.04
C -1.75 -1.20 1.17
C -0.93 -0.67 -1.31
C 1.82 0.32 0.36
H -0.36 -1.58 -1.08
H -2.99 -0.70 -0.62
H -2.05 0.67 0.09
H 2.14 -0.32 -0.51
H -0.70 -1.29 1.33
H 3.06 2.08 0.48
H 2.55 0.10 1.07
H -1.32 -0.43 -2.34
H 1.53 2.67 0.13
H -0.20 0.11 -1.22
H -2.16 -0.83 2.07
H 0.90 0.17 0.87
H -2.13 -2.33 0.90
H 2.41 1.83 -1.14
```

E_LUMO   1.10 eV
Frontier orbital gap   11.85 eV
SMILES   CCC.CC
E_HOMO   -0.3953 Ha

---

Most favorable structure: *A*. The second most favorable one is 0.0126 hartree above it.

---

*A*
A cluster of 2 separate species, C5H14 in total. Source: the OMol25 dataset; level of theory: ωB97M-V/def2-TZVPD.

The geometry in XYZ format:
```
19
Properties=species:S:1:pos:R:3
C 0.07 2.38 -0.11
C 1.53 -1.70 0.54
C -0.87 1.19 -0.38
C 1.47 -3.19 0.84
C -2.30 1.65 -0.92
H 0.45 -3.62 0.53
H 2.46 -1.26 0.72
H 0.73 2.73 -1.15
H -3.05 0.86 -0.94
H -2.71 2.40 -0.41
H -0.46 0.46 -1.11
H 1.09 -1.33 -0.48
H -2.22 1.96 -2.00
H 0.75 -1.27 1.18
H -1.09 0.51 0.55
H 0.83 2.19 0.57
H -0.33 3.22 0.41
H 2.30 -3.72 0.29
H 1.38 -3.45 1.88
```

E_LUMO   1.10 eV
Frontier orbital gap   12.10 eV
SMILES   CCC.CC
E_HOMO   -0.4041 Ha

---

*B*
A cluster of 2 separate species, C5H14 in total. Source: the OMol25 dataset; level of theory: ωB97M-V/def2-TZVPD.

The geometry in XYZ format:
```
19
Properties=species:S:1:pos:R:3
C 0.68 -1.58 -0.31
C -1.73 -1.86 0.52
C 0.35 2.00 0.69
C 1.29 2.39 -0.48
C -0.80 -1.22 -0.49
H 1.62 3.41 -0.36
H -0.67 1.98 0.35
H -0.97 -0.15 -0.58
H 1.06 -1.32 0.69
H 1.29 -1.01 -1.00
H 0.72 2.35 -1.42
H -2.77 -1.83 0.21
H 0.46 2.71 1.52
H -1.56 -1.47 1.52
H 2.12 1.70 -0.56
H -1.52 -2.93 0.60
H 0.65 1.05 1.12
H -1.01 -1.58 -1.51
H 0.79 -2.64 -0.51
```

E_LUMO   1.18 eV
Frontier orbital gap   12.49 eV
SMILES   CCC.CC
E_HOMO   -0.4157 Ha

---

Most favorable structure: *B*. The second most favorable one is 0.0502 hartree above it.